{
  "formula": "C4H6ClF",
  "method": "ωB97M-V/def2-TZVPD",
  "energy_ev": -19481.6592,
  "charge": 0,
  "de_lowest_kcal_mol": 71.1,
  "largest_force_ev_per_a": 6.149,
  "smiles": "C[C@]1(Cl)C[C@@H]1F",
  "homo_lumo_gap_ev": 11.130,
  "lumo_energy_ev": 0.9,
  "elements": ["C", "C", "Cl", "C", "C", "F", "H", "H", "H", "H", "H", "H"],
  "xyz": [[-0.234, 1.281, -0.317], [-0.525, -0.118, -0.072], [-2.169, -0.653, -0.640], [0.186, -0.790, 1.042], [0.643, -1.018, -0.419], [1.868, -0.580, -1.068], [-1.209, 2.031, 0.009], [0.688, 1.527, 0.607], [0.023, 1.673, -1.443], [0.550, 0.168, 1.427], [-0.257, -1.542, 1.855], [0.436, -1.980, -0.980]],
  "forces_ev_per_angstrom": [[-0.092, 5.938, 1.593], [-0.697, -1.950, -2.842], [0.876, 0.151, 0.304], [-0.159, -0.415, 1.265], [0.151, -1.556, -0.819], [-1.959, 0.114, 1.776], [2.751, -2.210, -0.746], [-2.526, 0.094, -3.583], [-0.261, -1.458, 2.981], [0.937, -1.366, 1.100], [1.118, 1.521, -2.379], [-0.138, 1.136, 1.351]],
  "nbo_charge": [-0.626, -0.100, -0.050, -0.468, 0.180, -0.364, 0.235, 0.214, 0.261, 0.239, 0.264, 0.214]
}